Entry 1:
{"formula": "C10H19N3O4S", "method": "wB97M-V/def2-TZVPD", "e_homo_ha": -0.3267, "e_lumo_ev": 0.47, "smiles": "CSCC[C@H](N)C(=O)N[C@@H](CCC(N)=O)C(=O)O", "relative_energy_kcal_mol": 115.5, "energy_ev": -34170.17006, "species": ["O", "N", "H", "H", "C", "H", "H", "H", "H", "O", "H", "H", "C", "C", "C", "H", "H", "H", "H", "N", "C", "C", "C", "H", "H", "H", "O", "H", "H", "C", "H", "C", "N", "S", "C", "O", "H"], "coordinates": [[-3.320938, 0.452951, 1.071459], [-2.725835, -2.835567, 3.760783], [0.496614, -0.210762, -1.522849], [-1.148887, 0.275809, 3.712439], [1.954307, 1.021634, -3.627179], [-3.670854, -2.355031, 3.540373], [-0.036895, -1.704870, 1.930235], [-2.834764, -0.279333, 2.915591], [2.948342, 1.585357, -3.906376], [1.917889, 2.028455, 0.455816], [4.019418, -1.141026, -2.328220], [0.627401, 0.810037, 1.930578], [1.829634, 1.365052, -2.090285], [-1.737243, -0.646103, 3.082908], [-1.135363, -1.211014, 1.721848], [-1.044914, -0.270629, -0.479641], [-0.730701, 1.670892, -2.803185], [1.841000, 2.536350, -1.871128], [4.318412, -1.043626, -4.118192], [0.373813, 0.487693, 0.955599], [1.085324, 1.188962, -0.016465], [-0.940630, -0.077102, 0.670410], [3.529901, -1.440572, -3.357245], [-2.846545, -3.742310, 4.169047], [-0.768789, 2.543184, -1.189267], [1.300817, 1.565878, -4.362499], [-0.661734, -2.198229, 4.759760], [2.720668, 0.992492, -1.522862], [3.501965, -2.607021, -3.577402], [0.635084, 0.882245, -1.363538], [-1.771700, -2.112832, 1.188824], [-2.182131, 0.913908, 1.012349], [-0.687384, 1.534559, -1.629862], [1.843264, -0.835949, -3.709771], [-1.676636, -1.890059, 4.033150], [-2.008683, 2.236921, 1.195695], [-3.013229, 2.509657, 1.369100]], "forces_ev_per_a": [[1.512, 0.625, -0.440], [-1.378, 3.557, -0.503], [0.227, 0.689, 0.271], [-1.235, -2.609, -2.273], [1.881, 1.539, 0.950], [2.345, -1.278, 0.313], [-2.806, 1.289, -0.439], [2.204, -0.978, 0.556], [-1.261, -1.964, 0.207], [-1.745, -2.241, -2.466], [-1.462, -0.936, -1.735], [-0.686, -0.655, -1.564], [0.919, 2.839, -1.923], [-0.309, 0.388, 1.994], [1.010, -2.352, -1.027], [-0.026, -0.151, 2.690], [0.068, -0.244, 4.308], [0.231, -2.296, -0.843], [-1.611, -0.541, 1.033], [0.346, 1.182, -0.189], [-0.143, 1.525, 6.685], [-0.779, 0.967, 0.900], [2.386, -0.488, -0.471], [0.602, -0.017, 0.614], [0.572, -2.546, -1.297], [-0.218, -1.040, 1.010], [-4.121, 1.484, -2.846], [-0.511, 0.177, -0.975], [-0.009, 2.469, 0.945], [-0.221, 0.357, -1.466], [1.195, 2.387, 1.951], [-0.949, -1.058, -1.368], [0.246, 2.427, -3.363], [0.776, 0.671, -0.724], [2.370, -2.682, 1.489], [-2.326, -0.052, 0.454], [2.907, -0.445, -0.458]]}

***

Entry 2:
{"formula": "C4H3FO2", "method": "wB97M-V/def2-TZVPD", "e_homo_ha": -0.3541, "e_lumo_ev": -0.57, "smiles": "CC(=O)C(F)=C=O", "relative_energy_kcal_mol": 26.1, "energy_ev": -11006.57602, "species": ["O", "H", "C", "H", "O", "C", "C", "H", "C", "F"], "coordinates": [[3.203034, 0.428141, -0.155503], [-2.056995, -0.147130, 0.999633], [2.257487, -0.239049, -0.196640], [-1.560021, -0.871437, -0.395452], [0.277791, 1.697345, 0.244669], [-1.518754, 0.106653, -0.024496], [1.016245, -0.613767, 0.066834], [-1.993723, 0.920107, -0.491045], [-0.062333, 0.560350, 0.116748], [0.437267, -1.841212, -0.164749]], "forces_ev_per_a": [[0.019, -0.752, -0.488], [1.384, 1.217, -1.528], [0.189, 1.075, 0.868], [-0.241, -0.986, -1.655], [0.077, 0.347, -0.060], [0.595, -0.478, 3.639], [-2.951, 0.317, -0.647], [-1.027, 0.526, -0.850], [0.851, -1.765, 0.523], [1.102, 0.500, 0.197]]}

***

Entry 3:
{"formula": "C10H14ClNOS", "method": "wB97M-V/def2-TZVPD", "e_homo_ha": [-0.2573, -0.2741], "e_lumo_ev": [0.01, -0.34], "relative_energy_kcal_mol": 78.0, "energy_ev": -37488.79990, "species": ["C", "H", "H", "C", "H", "H", "C", "C", "H", "C", "C", "H", "C", "C", "H", "Cl", "H", "H", "N", "H", "C", "H", "H", "H", "C", "H", "S", "O"], "coordinates": [[2.050664, -0.462055, 0.187060], [-0.762081, -1.175194, -2.302155], [0.505938, 0.149990, 1.342282], [1.083712, 1.867286, 0.061965], [-0.419086, 0.558589, -2.416160], [2.136634, 2.113469, 0.261829], [-3.830783, 0.681763, 1.285311], [-0.382010, -0.026483, -0.527229], [0.680227, 2.114116, -1.029119], [0.743642, 0.394337, 0.332457], [-1.726062, 0.295377, -0.068402], [0.516790, 2.490933, 0.773766], [-0.558034, -2.410240, 0.475061], [-2.908889, 0.124026, -0.737907], [-4.540711, 1.087285, 1.967685], [-5.598097, 0.165746, -0.804054], [-1.107768, -1.218802, 2.051342], [2.914157, -0.138443, 0.773445], [-1.076597, -2.204131, 1.686608], [0.789833, -0.544066, -2.262324], [-4.075312, 0.370504, -0.043209], [1.855124, -1.493021, 0.507189], [-1.336956, -3.006863, 2.418260], [2.481576, -0.301913, -0.979180], [-0.156948, -0.354343, -1.959961], [-3.032060, -0.155812, -1.781472], [-2.097794, 0.741717, 1.619620], [-0.174595, -3.346019, -0.180772]], "forces_ev_per_a": [[0.582, 0.666, -3.223], [-0.536, -0.161, -0.175], [-0.579, 0.639, 1.159], [-1.447, 0.817, -0.847], [-0.693, 1.004, -1.468], [-0.271, -0.163, -0.612], [0.380, 0.114, -1.013], [-1.139, -1.852, 1.478], [1.382, -0.134, 2.261], [2.629, -0.529, -0.306], [0.800, -0.357, 0.286], [-0.020, -0.008, -0.494], [0.732, 0.273, -0.701], [0.321, -0.184, -2.008], [-0.243, -0.053, 0.543], [-0.252, 0.199, 0.192], [-0.250, -1.657, -0.666], [-0.457, 0.500, 0.278], [-0.388, -1.367, 2.168], [3.133, -0.692, -0.302], [0.380, 0.125, 2.320], [0.139, 0.040, -0.806], [0.909, 2.134, -2.272], [-1.193, -1.064, 3.039], [-2.579, 0.422, 1.304], [0.602, -0.040, 0.108], [-1.061, 0.454, -1.264], [-0.880, 0.873, 1.019]]}

***

Entry 4:
{"formula": "C46H43BrFN5O4Re", "method": "wB97M-V/def2-TZVPD", "e_homo_ha": [-0.2931, -0.2929], "e_lumo_ev": [-1.88, -2.12], "relative_energy_kcal_mol": 16.1, "spin_multiplicity": 2, "energy_ev": -138928.71293, "species": ["C", "H", "C", "C", "H", "C", "N", "H", "H", "H", "N", "H", "H", "H", "C", "C", "C", "H", "C", "C", "H", "C", "N", "H", "C", "O", "H", "O", "C", "C", "O", "C", "C", "C", "H", "C", "C", "Re", "C", "Br", "H", "H", "C", "C", "H", "C", "C", "H", "C", "C", "C", "H", "C", "H", "C", "C", "H", "H", "O", "C", "C", "C", "H", "H", "H", "C", "H", "H", "C", "C", "H", "C", "H", "C", "H", "H", "H", "H", "H", "H", "C", "C", "F", "H", "N", "H", "H", "H", "C", "C", "C", "H", "C", "C", "H", "H", "C", "H", "N", "H", "C"], "coordinates": [[4.592396, 3.625384, 0.027792], [5.593535, 4.034875, 0.043512], [3.357063, -2.058305, -1.989818], [-2.525002, 4.884153, 0.043542], [3.538446, 1.216928, -0.064733], [-0.708638, 0.584563, -4.771597], [-0.745704, -0.540806, 1.984951], [-5.347480, -0.981538, -0.565477], [1.545320, 0.399299, 1.931623], [2.205834, 1.631775, -4.350286], [0.092897, -1.328735, -6.623328], [-1.383487, -3.373067, 3.678482], [0.416469, 3.296483, -3.974083], [0.651122, 2.865859, 4.056080], [1.628157, -4.002646, -0.385277], [-0.052329, -0.968729, -2.899278], [1.488475, -2.625965, -0.391898], [2.586974, 3.790955, -3.168956], [-2.754006, 3.528769, -0.147458], [2.589421, 3.019986, -1.215208], [-4.664676, -4.471591, 0.670839], [-0.216293, -0.644330, -4.354335], [0.613793, 2.100879, -0.001342], [-3.355374, 5.574866, 0.057202], [2.067087, 2.978022, -2.652453], [1.891988, -6.775069, -0.121498], [-5.001455, -1.415722, 1.112369], [-0.045287, 0.068171, -2.113352], [-2.805781, -1.837213, -0.356606], [-0.350588, 3.064915, -0.003335], [-0.006506, -6.826443, 1.152335], [-0.736287, 0.842030, -6.128269], [-1.679885, 2.676601, -0.157353], [0.852383, 3.056405, 2.999819], [0.562104, -2.530710, -5.020781], [-2.138811, -0.094283, 3.870491], [-0.149736, 4.454254, 0.155924], [-0.081776, -0.121860, -0.001108], [-5.190699, -1.817433, 0.116096], [-1.270227, 2.550612, -6.764068], [5.372678, 0.627272, -1.629198], [0.221570, 4.106717, -2.422614], [-0.750102, -1.856813, 2.310724], [2.447175, -1.705213, -1.004663], [-3.447962, -3.870177, -2.075278], [-2.128719, -1.438708, 4.223718], [-1.419250, -2.322359, 3.433021], [-4.401604, -2.438476, -2.476038], [-3.781184, -3.833474, 0.636893], [0.576252, 3.194657, -2.898637], [0.174191, -1.565318, -5.320333], [3.079901, 0.415830, 2.781658], [-0.008195, -2.707381, 1.383637], [0.857879, 4.829527, 0.259048], [4.411021, -1.199649, -2.252668], [-4.276331, -3.241634, -1.750128], [5.135222, -1.439738, -3.019258], [-0.002770, 2.351082, -2.538758], [0.114915, -2.125330, -2.543851], [-0.346504, -0.142882, -7.023821], [3.512104, 0.289966, -0.621014], [2.078273, 0.847155, 2.766197], [-1.054789, 1.309675, -4.051603], [4.346684, 3.887153, -2.064891], [-3.591466, -3.449075, 1.639776], [1.965966, 2.575446, -0.015991], [-0.390367, 0.019170, -8.093935], [-0.435065, -4.664670, 2.190514], [0.087588, -4.081067, 1.446393], [-1.818876, -1.134041, -0.316932], [-6.100294, -2.417758, 0.148434], [0.869945, -4.743738, 0.507887], [3.607957, 1.568188, -3.267673], [2.522487, 1.666660, -3.306221], [3.234615, -2.987664, -2.525583], [2.909040, 2.731590, 3.304019], [2.073246, 0.821445, -2.793531], [-2.661259, -1.783458, 5.098869], [-5.185737, -3.843208, -1.733400], [-2.697396, 0.631239, 4.442968], [-1.435169, 0.306130, 2.756150], [-4.006628, -2.677314, -0.350844], [-1.885480, 1.322487, -0.344544], [-1.414926, 1.347422, 2.460697], [2.478231, -0.509544, -0.389761], [4.526601, 3.278072, 2.125429], [0.926037, 4.134326, 2.861479], [-2.928900, -4.441260, 0.332298], [-1.216835, 5.330845, 0.193130], [3.884847, 3.534380, -1.150424], [2.678550, 2.720170, 1.206923], [0.007480, 2.695817, 2.422622], [0.929910, -6.335161, 0.511349], [3.982176, 3.205451, 1.191706], [-1.031052, 6.387820, 0.332568], [1.567186, 0.583270, 3.694043], [4.524535, -0.031226, -1.512366], [-3.747940, 3.129312, -0.297097], [0.618861, -2.013249, 0.407577], [2.322128, -4.505108, -1.042546], [2.157727, 2.366884, 2.598357]], "forces_ev_per_a": [[-0.006, -0.105, -0.056], [0.029, -0.024, -0.004], [-0.077, -0.001, 0.111], [0.044, 0.022, -0.037], [0.312, -0.625, -0.182], [0.037, -0.058, -0.073], [-0.039, -0.175, 0.318], [-0.036, 0.020, -0.013], [0.045, -0.044, 0.118], [-0.008, 0.033, -0.039], [0.095, -0.102, -0.110], [-0.004, -0.041, -0.050], [-0.019, -0.024, -0.013], [0.012, -0.020, 0.018], [-0.219, 0.375, 0.116], [0.170, -0.391, -0.096], [0.426, -0.611, -0.189], [-0.016, -0.015, 0.075], [-0.140, -0.220, -0.038], [-0.271, 0.258, 0.086], [-0.031, -0.008, -0.004], [-0.038, 0.165, 0.029], [0.174, -2.133, 0.198], [-0.004, 0.012, 0.012], [-0.300, -0.314, -0.013], [-0.020, -0.274, -0.040], [-0.017, 0.003, 0.022], [-0.017, -0.109, 0.859], [0.117, 0.173, -0.057], [-0.544, 0.235, 0.095], [0.021, -0.277, 0.027], [-0.097, 0.120, -0.027], [0.247, 0.680, 0.117], [0.147, -0.022, 0.008], [-0.022, -0.004, 0.059], [-0.039, -0.129, 0.078], [0.051, -0.315, 0.048], [0.327, 1.097, -1.484], [0.075, 0.051, -0.031], [-0.022, -0.186, 0.038], [-0.044, 0.079, 0.000], [-0.052, 0.029, -0.013], [-0.086, 0.323, -0.033], [0.123, 0.057, -0.201], [0.011, -0.009, -0.017], [0.147, 0.160, -0.182], [0.018, -0.094, 0.096], [-0.017, 0.017, -0.015], [0.066, 0.034, -0.061], [0.168, 0.141, 0.040], [-0.060, -0.006, 0.125], [0.003, -0.078, 0.000], [0.021, -0.319, 0.000], [0.062, -0.019, 0.016], [-0.031, 0.189, 0.091], [0.080, 0.066, -0.015], [0.032, -0.048, 0.022], [-0.069, 0.005, 0.032], [-0.114, 0.173, -0.168], [0.005, 0.049, -0.005], [0.580, 0.095, 0.083], [0.171, 0.167, 0.113], [0.071, 0.040, -0.002], [-0.026, -0.039, -0.048], [-0.009, 0.002, 0.047], [-0.034, 0.876, 0.138], [-0.010, 0.103, 0.004], [-0.018, -0.094, -0.042], [-0.042, 0.452, 0.025], [0.579, 0.059, 0.117], [-0.009, -0.041, -0.010], [0.121, -0.734, -0.112], [-0.066, 0.019, -0.080], [0.002, 0.225, -0.149], [0.019, -0.054, 0.024], [0.026, -0.020, -0.089], [-0.010, -0.100, -0.004], [-0.020, -0.039, -0.011], [-0.017, -0.021, 0.003], [0.053, 0.056, 0.005], [0.014, 0.309, -0.022], [-0.121, -0.145, 0.079], [0.075, 0.156, -0.048], [-0.074, -0.092, -0.070], [-0.738, 0.136, -0.196], [-0.057, 0.006, 0.040], [-0.061, 0.036, -0.018], [0.008, -0.036, 0.015], [-0.207, -0.013, -0.077], [0.059, 0.080, 0.052], [-0.267, 0.250, 0.115], [0.006, 0.097, -0.029], [-0.013, 1.009, 0.055], [0.062, 0.080, 0.088], [0.050, -0.002, -0.004], [0.022, -0.053, 0.029], [-0.007, -0.469, 0.069], [-0.034, -0.001, 0.018], [-0.426, 0.270, 0.382], [0.055, -0.113, 0.074], [-0.309, -0.226, -0.154]]}